The following is a DFT calculation (the ωB97M-V functional and the def2-TZVPD basis) of a molecular structure, C21H25GaN8O3S.

Calculated values
- net charge = +2
- frontier orbital gap (eV) = 8.766
- calculated total energy (eV) = -103444.4730

Positions of all 59 atoms, in Å:
H  2.1542  0.8407  -0.4562
C  -4.7607  -1.4324  -3.2357
C  -4.4199  -1.4448  0.4141
N  -1.0120  -2.5635  0.6036
N  -1.1316  -5.8040  1.5226
O  -1.1812  -1.5273  -0.2589
H  2.1173  -3.9035  -2.9604
C  -6.1596  -2.9147  1.1752
O  -4.9295  1.9304  1.6483
C  2.4677  -0.7097  -4.0286
H  1.0702  0.5208  4.1220
C  -4.9707  -2.7106  0.4848
N  0.1625  0.0918  4.1845
Ga  -0.2174  -0.0289  0.0827
C  -6.2709  -0.5785  1.7150
H  -6.7613  0.2660  2.1810
C  -1.2925  -3.6843  0.0587
H  -5.4124  1.8804  -2.3628
C  -6.8056  -1.8508  1.7928
H  -4.4723  -3.5438  0.0054
C  2.1532  -2.8234  -2.9240
H  -4.6766  0.4593  -4.2833
H  2.2690  -0.5877  0.3305
C  -4.5231  0.9933  1.0345
H  -5.4455  0.4492  -1.3238
C  -5.0738  -0.3658  1.0203
C  2.4160  -2.0945  -4.0758
N  -2.0308  -3.7825  -2.4157
N  -3.2075  1.2052  0.3640
N  -3.5335  1.0524  -1.9842
H  -2.1186  -1.0324  4.0050
N  1.7681  -0.1002  -0.4101
C  -2.8100  1.2262  -0.9157
H  -3.0096  1.0765  -2.8513
C  -0.4885  -0.2193  3.0746
S  -1.1017  1.6130  -1.2064
H  -2.6543  1.8120  0.9563
C  -1.7106  -3.7947  -1.3133
C  2.0045  -0.7830  -1.6897
C  -5.2048  0.0160  -3.4335
H  -3.7252  -1.4990  -2.8912
H  2.6789  -0.1420  -4.9243
C  2.2550  -0.0423  -2.8306
H  -5.3988  -1.9328  -2.5076
H  -0.2095  -0.0803  5.1039
C  -1.2029  -4.8627  0.8705
H  1.7544  -2.7259  -0.8110
H  2.5837  -2.6097  -5.0114
C  -4.9813  0.8903  -2.2004
N  -1.7016  -0.7635  3.1285
H  -6.2678  0.0451  -3.6701
O  0.0737  0.0349  1.9526
H  2.3003  1.0409  -2.7886
C  1.9423  -2.1667  -1.7227
H  -7.7205  -2.0241  2.3423
H  -4.8340  -1.9803  -4.1732
H  -6.5813  -3.9094  1.2354
H  -3.4889  -1.2974  -0.1141
H  -2.1214  -1.1197  2.2839

Atomic forces in eV per Å
0.0644 0.0379 0.0629
-0.0481 0.1558 -0.0201
-0.0302 0.2465 0.0362
0.1743 0.1050 0.0628
-0.0197 0.0403 -0.0327
-0.0926 -0.0268 -0.2731
0.0070 0.0009 0.0106
0.0197 -0.0267 -0.0030
-0.0674 -0.0765 0.0214
-0.0312 0.0011 -0.0350
0.0220 0.0358 -0.0561
0.0268 -0.0918 0.0257
0.0540 0.0252 0.0515
0.4515 0.3380 -0.0326
0.0657 0.1668 -0.0996
-0.0105 -0.0277 0.0276
-0.1363 -0.3595 0.0422
0.0798 0.0294 0.0941
-0.0109 -0.0495 0.0233
-0.0429 -0.0009 -0.0186
-0.0126 0.0063 -0.0291
-0.0735 0.0674 -0.0180
0.0767 0.0448 0.0707
0.1540 0.1389 -0.1199
0.0461 -0.0407 0.0430
-0.1077 -0.3167 0.0842
-0.0137 -0.0145 -0.0136
-0.0270 -0.0843 0.0742
-0.2308 -0.1112 0.0921
0.0597 -0.1381 -0.0189
-0.0159 0.0037 0.0055
-0.5885 -0.0460 0.1152
0.1647 0.0893 -0.0822
0.0962 -0.0830 0.0308
-0.2816 -0.1413 -0.0309
0.1156 -0.1037 0.3232
0.0815 0.0547 -0.0409
0.0163 0.2085 -0.1709
-0.0276 -0.2097 -0.3010
0.1592 -0.1972 0.1952
-0.0070 -0.0515 -0.0349
0.0017 0.0009 0.0033
-0.0193 0.0954 0.1591
0.0187 -0.0294 0.0528
-0.0499 -0.0494 -0.0159
0.0455 -0.1299 0.1299
0.0089 -0.0372 -0.0301
0.0096 0.0082 0.0005
-0.3877 0.0739 -0.1410
-0.0128 0.1025 0.0219
-0.0014 0.0967 -0.0388
0.2362 0.2882 -0.2741
0.0283 -0.0047 -0.0278
-0.0163 0.0569 0.1862
-0.0238 0.0449 -0.0315
0.0335 -0.0282 0.0189
-0.0051 0.0063 -0.0013
0.0470 0.0040 -0.0874
0.0273 -0.0977 0.0141

The following is a DFT calculation (the ωB97M-V functional and the def2-TZVPD basis) of a molecular structure, C21H25N2O4S3V.

Calculated values
- net charge = +3
- relative energy (zero: lowest compared OMol25 entry of this formula, charge and spin) (eV) = 0.000
- multiplicity = 2
- frontier orbital gap (alpha / beta) (eV) = 5.938 / 6.041
- calculated total energy (eV) = -91517.1479
- <S²> = 0.83

Positions of all 56 atoms, in Å:
N  2.3504  0.3853  3.4595
O  1.6011  3.7761  1.2210
H  -5.0965  2.2011  -1.5769
N  3.0491  2.4788  2.4980
C  3.2086  5.9909  1.4651
H  3.9318  2.4877  3.0020
C  4.0899  7.0446  1.4001
O  -6.9608  3.0784  0.0246
H  0.6689  -1.6147  2.4326
C  -4.8535  1.4139  -0.8756
H  2.2507  -2.9400  4.1124
C  -3.3470  -0.1995  0.0353
S  0.2343  2.9272  1.4940
C  3.6897  4.6955  1.7616
H  -0.8524  5.0195  1.8012
H  2.1530  6.1642  1.3114
C  -4.2844  -0.6025  0.9730
H  7.0040  5.3910  2.0178
H  -6.2572  -0.2639  1.7261
H  -8.1498  0.3280  0.3790
C  -3.6262  0.7789  -0.9165
C  5.0751  4.4843  1.9595
H  3.8473  -0.9316  4.1720
H  -0.3338  4.2606  3.3577
C  -0.7736  4.0962  2.3741
O  -1.4119  0.7838  2.0529
H  3.7297  8.0411  1.1859
H  1.8029  -1.7279  5.2869
C  2.4441  1.1873  2.2989
H  5.4795  3.4895  2.1068
C  2.9302  -0.9932  3.5879
V  0.5225  0.5384  2.4192
C  -5.7950  1.0486  0.0839
C  -0.9617  -0.0613  1.2349
C  5.4504  6.8249  1.6125
H  -2.9067  1.0226  -1.6896
S  -1.7112  -0.9139  0.0174
O  -8.1983  1.2900  0.4512
C  5.9424  5.5468  1.8856
S  2.1726  0.4699  0.7717
H  -1.4478  2.5651  -0.0685
H  -0.0755  -0.9627  3.9938
C  -7.0435  1.8948  0.1692
H  -1.7507  3.6137  2.4770
H  6.1398  7.6575  1.5525
C  -0.4321  2.9645  -0.1498
H  3.1811  -1.3180  2.5777
C  0.5423  -1.7545  3.5275
H  -0.0871  -2.6408  3.5986
H  2.4273  0.9138  4.3270
H  -0.4405  3.9984  -0.4954
C  1.8984  -1.9142  4.2164
C  2.7915  3.6058  1.8581
H  0.1979  2.3240  -0.7651
C  -5.5230  0.0266  0.9849
H  -4.0621  -1.3866  1.6847

Atomic forces in eV per Å
-0.0023 0.0236 -0.0164
-0.0059 0.0071 -0.0067
0.0001 0.0010 0.0014
-0.0174 0.0265 0.0223
0.0129 0.0014 0.0021
-0.0012 -0.0083 0.0026
-0.0143 -0.0025 -0.0004
-0.0052 -0.0039 0.0014
-0.0015 0.0011 0.0045
0.0037 -0.0008 0.0026
0.0049 0.0008 -0.0009
0.0007 -0.0004 0.0074
0.0165 0.0067 0.0110
-0.0066 0.0020 0.0075
0.0011 -0.0005 -0.0011
-0.0013 0.0009 -0.0014
0.0048 -0.0029 -0.0031
0.0003 0.0020 -0.0007
-0.0018 0.0032 0.0000
-0.0003 0.0110 0.0006
-0.0062 -0.0029 -0.0046
-0.0130 -0.0067 0.0031
0.0002 -0.0044 0.0005
-0.0060 0.0037 0.0013
0.0067 0.0027 0.0086
0.0184 0.0063 0.0157
-0.0004 0.0002 0.0008
-0.0031 -0.0046 -0.0011
0.0539 0.0070 -0.0067
0.0019 0.0016 0.0018
0.0316 -0.0320 -0.0359
-0.0735 -0.0160 0.0040
0.0007 -0.0025 -0.0009
-0.0177 0.0039 -0.0066
0.0099 -0.0035 -0.0024
0.0017 0.0020 0.0027
0.0070 -0.0106 -0.0069
-0.0003 -0.0133 0.0019
0.0096 0.0050 -0.0008
0.0159 -0.0096 -0.0031
0.0010 -0.0014 -0.0038
-0.0001 -0.0006 -0.0034
0.0048 0.0101 -0.0043
-0.0005 -0.0008 0.0006
0.0004 -0.0003 0.0032
-0.0003 -0.0063 -0.0051
-0.0188 0.0115 0.0268
-0.0116 0.0100 -0.0088
0.0044 -0.0032 0.0030
-0.0020 0.0029 -0.0015
0.0016 0.0013 0.0021
0.0044 0.0019 0.0171
-0.0042 -0.0181 -0.0238
-0.0036 0.0006 -0.0063
-0.0004 -0.0015 -0.0002
0.0004 -0.0003 0.0002

The following is a DFT calculation (the ωB97M-V functional and the def2-TZVPD basis) of 2 unconnected molecules or ions with the total composition C21H25N2OS in a non-equilibrium geometry.

Calculated values
- net charge = +1
- relative energy (zero: lowest compared OMol25 entry of this formula, charge and spin) (eV) = 1.317
- frontier orbital gap (eV) = 7.439
- calculated total energy (eV) = -38038.0897

Positions of all 50 atoms, in Å:
H  0.5470  -0.1898  -3.6615
H  2.7710  -4.8554  4.0181
H  -2.4162  -1.8328  -0.8856
C  -2.3882  -0.3287  -2.3332
H  -2.9169  -0.8442  2.0037
C  2.0714  3.2127  -0.7679
C  0.5270  -0.9958  0.4085
H  -3.1166  -0.9171  -2.9348
O  1.1168  0.9487  -2.0228
H  -4.3744  -1.1058  0.3779
C  1.3604  5.4650  -0.1346
H  -0.7358  5.6956  0.3073
C  0.2583  1.4923  -1.1788
C  -0.2695  3.6700  -0.2039
C  1.3872  -2.5825  1.8935
H  3.3146  4.9525  -0.9213
C  -4.1181  -0.5394  -0.5374
H  -2.3196  -2.1431  0.9745
C  -1.7510  -0.1976  0.2595
C  3.6711  -4.1860  2.2056
C  1.4687  -3.4615  2.9839
H  4.3045  -3.3240  0.2974
C  2.4263  -2.5230  0.9412
H  0.0857  1.5579  -3.8161
C  0.8609  0.8501  -3.4699
S  2.1047  -1.3192  -0.2806
C  -2.6338  -0.7470  -0.8895
H  -1.2846  3.2668  -0.0434
N  0.3159  -1.7372  1.5444
H  -1.3913  -0.5980  -2.6948
N  -0.3095  -0.1465  -0.1088
H  0.6399  -3.5471  3.7044
H  -0.7208  -0.6328  3.0762
H  4.5825  -4.7892  2.3209
C  -0.9028  -1.4511  2.3639
H  -4.3262  0.5414  -0.3923
C  0.7224  2.7500  -0.6249
C  0.0378  4.9867  -0.0051
H  -2.0424  0.8527  0.5100
H  1.6153  6.5137  0.0679
C  -2.0416  -1.1696  1.4104
C  2.3156  4.5735  -0.6545
H  2.8371  2.4579  -0.9849
H  -0.8751  1.4268  -1.3601
H  1.8094  1.0488  -3.9957
H  -4.7467  -0.9142  -1.3677
C  2.6476  -4.2243  3.1450
C  3.5419  -3.3505  1.0812
H  -2.5677  0.7327  -2.5737
H  -1.0919  -2.3423  2.9483

Atomic forces in eV per Å
0.1122 0.5242 -0.0988
-0.2020 0.0393 -0.0784
-0.2016 0.3687 -0.0970
-0.2827 -0.0340 -0.5906
0.4561 -0.0316 -0.3313
-1.4757 -0.7679 -0.1991
0.0566 -0.1855 0.7533
0.5282 0.4631 0.1839
0.2715 0.1263 -0.8411
-0.1175 0.4609 -0.4955
-0.6122 -0.8766 -1.0392
0.2316 -0.3711 -0.0493
-2.3954 -1.2778 -0.8927
-0.0562 -1.5342 -0.3614
0.1375 -0.5518 -0.1162
-0.4710 -0.2485 0.4206
0.0162 -0.1735 0.0335
0.0641 0.3448 0.1533
0.2655 0.4636 -0.1319
0.0081 0.4434 -0.6884
0.2359 0.0906 -0.0721
-0.1222 -0.0580 0.4148
-0.0037 -0.5591 1.1856
0.3723 -0.2888 0.4362
-0.3604 -0.6344 0.2278
-0.0894 -0.0571 -0.1631
-0.0555 -0.2157 -0.3033
0.4658 0.5324 -0.2622
-0.3392 0.6108 -0.1299
-0.1012 0.0357 0.1846
0.0188 0.4007 0.1461
0.5843 0.0866 -0.3781
0.1970 -0.0769 -0.3460
-0.5850 0.2882 -0.0255
1.1230 0.0975 -0.3699
0.0007 -0.5954 -0.0184
0.5660 1.1903 1.2597
0.4641 1.5527 0.9555
0.0581 -0.7328 -0.0557
-0.1946 -0.5648 -0.2199
-0.5188 -0.3291 0.8275
0.9827 0.3864 0.6655
-0.2062 0.6668 -0.2536
2.0134 0.5838 -0.3874
-0.3982 -0.0110 0.5231
0.2328 0.2332 0.5128
-0.5525 0.3724 -0.0826
0.1135 0.2028 -0.1406
-0.0403 -0.2514 0.2678
-0.1943 -0.1382 0.0674